1.
Computed, not measured: 2 unconnected molecules or ions with the total composition C4H9P, with wB97M-V/def2-TZVPD.

The value obtained for the gap between HOMO and LUMO is 9.76 eV. Its total energy is -13579.3350 eV. Its SMILES is C=CC.C=P.

```
14
Properties=species:S:1:pos:R:3:forces:R:3
C 0.8790 0.8577 -0.2236 3.166 0.324 0.207
C -0.3531 1.0823 -0.6099 0.408 -0.278 1.037
C 1.8442 -0.1059 -0.8037 -0.850 -1.302 -2.826
C -2.1300 -1.9872 1.5763 1.195 -0.779 1.348
P -1.6900 -1.8409 0.0155 -0.249 -0.419 -0.485
H -0.8561 0.3379 -1.2021 -0.321 0.389 -0.369
H -0.8051 1.8821 -0.0724 -1.039 0.484 -0.262
H -3.0144 -2.0053 -0.4553 -0.126 0.288 -0.400
H 2.6521 -0.6532 -0.2608 -1.185 0.550 0.141
H 2.3456 0.3615 -1.6931 -0.171 -0.046 0.868
H 1.0873 -0.7313 -1.3086 1.071 -1.185 -0.032
H -1.3972 -2.1569 2.3554 0.705 0.555 -0.137
H 1.5315 1.4599 0.3721 -0.950 1.396 1.123
H -3.0445 -2.1580 2.0638 -1.654 0.023 -0.212
```
Forces are in eV/Å.

natural (NBO) atomic charge list, values in e, 2 entries: atom 1 (C): -0.156, atom 2 (C): -0.427



2.
Computed, not measured: a single C4H9P3 molecule, with wB97M-V/def2-TZVPD.

The value obtained for the gap between HOMO and LUMO is 7.92 eV. Its total energy is -32158.0003 eV. Its SMILES is CP1CC=P#P1C.

```
16
Properties=species:S:1:pos:R:3:forces:R:3
C 1.8709 -1.6836 0.0398 -1.336 1.398 0.213
C 0.3796 -2.0278 0.1868 1.325 5.389 -0.038
C -2.2991 -0.3292 0.1292 -0.224 1.174 -1.398
C 0.7022 2.5216 -0.3332 0.741 1.481 2.009
P 2.4122 -0.1042 0.0853 -0.260 0.456 0.392
P -0.6745 -0.3300 -0.7894 1.229 -1.482 1.036
P 0.4648 0.9482 0.6309 0.460 -0.270 -0.621
H 2.7162 -2.3457 -0.1064 -0.518 -0.757 -0.152
H 0.1613 -2.9120 -0.2734 -1.341 -2.379 -0.437
H -0.0215 -1.5839 1.1237 0.187 -1.720 -0.130
H -2.5117 0.6436 0.6078 0.221 -0.469 -0.195
H -2.4676 -1.1113 0.8036 0.227 -1.151 1.371
H -3.0616 -0.4978 -0.6302 -0.148 0.214 -0.147
H -0.1639 3.1056 -0.5718 -1.088 -0.311 -0.172
H 1.2599 2.4056 -1.2177 0.743 -0.263 -1.128
H 1.2328 3.3009 0.3150 -0.219 -1.310 -0.602
```
Forces are in eV/Å.

natural (NBO) atomic charge list, values in e, 2 entries: atom 1 (C): -0.628, atom 2 (C): -0.588



3.
Computed, not measured: 2 unconnected molecules or ions with the total composition C4H9PS, with wB97M-V/def2-TZVPD.

The value obtained for the gap between HOMO and LUMO (alpha / beta) is 7.97 / 7.51 eV. Its total energy is -24413.6720 eV.

```
15
Properties=species:S:1:pos:R:3:forces:R:3
C 0.5474 2.8061 -0.0066 -1.869 2.028 -0.260
C 1.1035 1.6492 -0.0092 -0.493 -0.544 0.537
C 0.9360 -1.9825 0.3874 0.885 2.667 -0.285
C -0.2941 -1.3489 -0.2973 1.433 -0.975 0.382
P -1.1349 -0.2507 0.8278 -0.030 1.002 0.347
S -2.5384 0.2811 -0.6205 0.593 -0.227 -0.922
H 0.6635 3.7733 -0.6321 0.434 -1.736 0.986
H -0.3522 2.8240 0.6509 0.467 0.480 -0.526
H 1.9220 1.0718 -0.3182 0.836 -0.505 -0.597
H 1.3028 -2.7509 -0.2298 0.764 -0.923 -0.829
H 1.8084 -1.2471 0.6574 -1.807 -1.347 -0.381
H 0.5153 -2.4469 1.2315 0.092 -0.578 1.590
H -0.9061 -2.1903 -0.5316 -0.944 -0.664 -0.051
H -0.0956 -0.9334 -1.2530 0.471 0.803 -0.867
H -3.4777 0.7451 0.1433 -0.832 0.521 0.875
```
Forces are in eV/Å.

natural (NBO) atomic charge list, values in e, 2 entries: atom 1 (C): -0.522, atom 2 (C): -0.131



4.
Computed, not measured: 2 unconnected molecules or ions with the total composition C4H9S, with wB97M-V/def2-TZVPD.

The value obtained for the gap between HOMO and LUMO (alpha / beta) is 2.36 / 6.10 eV. The expectation value of S² is 0.75. Its total energy is -15124.7398 eV. As for the net charge: -2. As for the spin multiplicity: 2.

```
14
Properties=species:S:1:pos:R:3:forces:R:3
C 0.6660 -0.2176 -2.2803 1.074 -0.595 -0.952
S 1.6897 -1.4702 -1.3984 0.089 0.010 -0.118
H -0.1741 0.0578 -1.6660 -0.366 0.426 0.030
H 0.3353 -0.6511 -3.2458 -0.252 0.181 0.467
H 1.2901 0.6472 -2.5836 -0.451 -0.106 0.468
C -1.6986 2.1930 1.5938 1.694 0.478 0.201
C -1.4498 0.8553 2.2605 -1.156 1.218 -0.783
C -0.8193 -0.1531 1.6637 -0.755 -0.635 1.391
H -2.6783 2.2583 1.0995 0.053 -0.254 -0.045
H -0.8591 2.3123 0.8925 -0.495 0.294 -0.377
H -1.6411 3.0892 2.2503 -0.146 -0.495 0.046
H -2.0804 0.8419 3.1449 0.147 -0.989 0.166
H -0.9995 -1.1627 2.0866 0.659 0.503 -0.254
H -0.1736 -0.0601 0.8052 -0.095 -0.038 -0.241
```
Forces are in eV/Å.

natural (NBO) atomic charge list, values in e, 2 entries: atom 1 (C): -0.739, atom 2 (S): -0.769



5.
Computed, not measured: a molecular structure, C4HF12KO13S4, with wB97M-V/def2-TZVPD.

The value obtained for the gap between HOMO and LUMO is 5.13 eV. Its total energy is -123054.9112 eV. As for the net charge: -4.

```
35
Properties=species:S:1:pos:R:3:forces:R:3
K 2.6219 1.5679 0.8682 0.040 0.178 -0.029
O 6.0366 4.8934 1.7502 -0.001 -0.088 -0.570
H 6.2648 5.0774 0.8182 -0.161 -0.114 0.569
C -5.5924 4.1742 3.0617 3.480 -0.728 -1.712
F -6.7549 4.5033 2.6095 -2.336 0.294 0.109
F -5.1844 5.0284 3.9853 -0.233 0.693 0.834
F -5.5828 2.9532 3.6217 -0.690 0.201 -0.070
S -4.3669 4.2034 1.5912 3.680 -0.912 -2.227
O -4.9904 3.3553 0.5271 0.039 2.051 2.135
O -4.0261 5.6260 1.2195 -2.001 -2.351 1.053
O -3.1532 3.5373 2.1486 -2.044 0.907 0.040
C -3.4276 -4.4395 1.6586 2.467 1.303 -0.832
F -3.0610 -4.9944 2.8133 0.229 -0.652 0.375
F -3.9506 -5.3675 0.8737 -0.726 -0.497 -0.051
F -4.2988 -3.5109 1.9585 -1.421 0.584 0.086
S -1.9723 -3.6216 0.7175 1.109 3.484 -2.825
O -1.2080 -4.7172 0.1920 -0.065 -1.588 0.427
O -2.5540 -2.7975 -0.3800 -0.722 -1.710 1.690
O -1.2052 -2.7292 1.5811 -0.894 -1.054 1.159
C 5.1650 -6.2162 3.3751 1.635 1.495 -3.246
F 5.8864 -7.3915 3.4250 -1.177 0.888 0.690
F 3.8905 -6.4462 3.0657 0.216 -0.697 -0.138
F 5.1537 -5.5657 4.5084 0.415 -0.201 1.602
S 6.1193 -5.0649 2.0006 0.653 -0.873 -1.646
O 7.4729 -4.8752 2.5213 -0.706 -0.549 0.640
O 6.0817 -5.9258 0.8052 -0.228 0.193 1.283
O 5.4153 -3.8141 1.8126 -0.642 -0.321 0.855
C 0.4527 4.2599 -7.5536 -0.624 -2.318 3.169
F 1.2765 5.2985 -7.5836 -0.449 0.240 -0.798
F -0.6825 4.4021 -8.2346 0.580 0.670 -1.389
F 1.1424 3.1666 -8.0037 -0.493 0.921 -0.452
S -0.1560 3.8960 -5.7729 0.128 -0.403 3.760
O -0.7681 5.0985 -5.2711 -0.561 1.633 -1.401
O -1.0937 2.7886 -5.7071 0.407 -0.195 -1.939
O 1.0492 3.6473 -5.0031 1.094 -0.485 -1.153
```
Forces are in eV/Å.

natural (NBO) atomic charge list, values in e, 2 entries: atom 1 (K): 0.991, atom 2 (O): -1.376



6.
Computed, not measured: a single C4HF3 molecule, with wB97M-V/def2-TZVPD.

The value obtained for the gap between HOMO and LUMO (alpha / beta) is 7.68 / 8.76 eV. Its total energy is -12309.9064 eV.

```
8
Properties=species:S:1:pos:R:3:forces:R:3
C -2.2528 -0.0020 1.4469 -3.569 -2.004 1.572
C -1.3026 0.6339 1.0145 9.145 1.923 -3.883
C 0.1618 0.5232 0.5612 -6.453 -1.867 0.472
C 0.5694 -0.1756 -0.7828 -1.356 1.211 -0.784
F 0.8471 0.7979 -1.7251 -0.396 -1.255 0.920
F 1.6193 -0.9420 -0.6330 1.145 0.164 0.509
F -0.3720 -1.0276 -1.2640 0.098 1.357 0.286
H 0.7298 0.1922 1.3823 1.387 0.472 0.909
```
Forces are in eV/Å.

natural (NBO) atomic charge list, values in e, 2 entries: atom 1 (C): 0.124, atom 2 (C): -0.302



7.
Computed, not measured: 2 unconnected molecules or ions with the total composition C4HF6N, with wB97M-V/def2-TZVPD.

The value obtained for the gap between HOMO and LUMO (alpha / beta) is 8.99 / 10.44 eV. The expectation value of S² is 2.02. Its total energy is -21954.0657 eV. As for the spin multiplicity: 3.

```
12
Properties=species:S:1:pos:R:3:forces:R:3
C -0.1315 0.6945 0.8401 -2.587 1.705 0.141
C -2.4786 0.1212 -0.6509 -0.609 -1.378 -3.233
C 0.9097 -0.1607 0.8145 1.591 -2.402 0.107
C 2.1697 0.0286 0.0878 2.285 1.045 -1.965
N -1.1476 1.2718 0.7948 2.204 0.492 0.870
F -2.4257 -0.7445 0.3288 0.212 -0.805 0.835
F -3.7315 0.0043 -1.1667 0.694 0.526 -0.073
F 0.7265 -1.4579 1.0524 -0.548 0.256 0.265
F 1.9688 -0.0971 -1.2810 -0.073 0.200 1.320
F 2.6503 1.2922 0.2912 -0.408 -1.229 -0.110
F 3.1465 -0.8731 0.3659 -1.245 0.975 0.289
H -1.6566 -0.0793 -1.4769 -1.515 0.612 1.555
```
Forces are in eV/Å.

natural (NBO) atomic charge list, values in e, 2 entries: atom 1 (C): 0.139, atom 2 (C): 0.573



8.
Computed, not measured: a molecular structure, C4HF9LuNO6S3, with wB97M-V/def2-TZVPD.

The value obtained for the gap between HOMO and LUMO is 1.87 eV. Its total energy is -108492.7402 eV. As for the net charge: +2.

```
25
Properties=species:S:1:pos:R:3:forces:R:3
O 0.5106 1.0547 4.7510 0.034 -0.268 0.083
S 0.0558 0.8879 3.4144 0.190 1.084 0.690
O 0.1698 1.9702 2.4868 -0.326 -0.081 -0.254
N 0.9972 -0.2740 2.8035 -0.033 -0.700 -0.903
S 0.3255 -1.5072 1.9648 -0.772 -0.614 1.598
O -1.0417 -1.3200 1.5930 0.027 0.563 -0.395
O 0.7321 -2.7331 2.5448 0.333 -0.108 -0.220
S 1.5829 -1.5069 0.1164 1.923 -0.821 -0.641
O 1.0130 -2.4327 -0.7983 -1.072 0.360 -0.017
O 2.8808 -1.7384 0.6312 0.029 0.537 0.394
C 1.6756 0.2112 -0.6933 0.244 0.367 -0.344
F 1.7935 1.1366 0.2445 -0.316 -0.205 -0.030
F 2.8011 0.1341 -1.3918 -0.157 -0.151 0.049
C 0.5675 0.6017 -1.7331 0.154 0.296 -0.416
F 0.4901 -0.3232 -2.7282 -0.011 0.376 0.457
F 0.9943 1.7551 -2.2915 -0.143 -0.483 0.275
C -0.8949 0.8651 -1.2151 0.065 0.377 -0.272
F -0.9658 1.0458 0.0939 0.225 -0.133 -0.374
F -1.3346 2.0200 -1.8210 -0.161 -0.271 -0.133
C -1.9573 -0.2241 -1.5938 -0.197 0.699 1.397
F -1.5637 -1.4148 -1.5193 0.815 -1.633 -0.463
F -2.9987 -0.0523 -0.8695 -1.083 0.464 0.375
F -2.4507 -0.0053 -2.9660 0.343 -0.230 0.014
H -1.1950 0.3960 3.4390 -0.131 -0.053 -0.153
Lu -2.1870 1.4536 -4.4625 0.019 0.627 -0.715
```
Forces are in eV/Å.

natural (NBO) atomic charge list, values in e, 2 entries: atom 1 (O): -0.710, atom 2 (S): 2.091



9.
Computed, not measured: a single C4HFOS2 molecule, with wB97M-V/def2-TZVPD.

The value obtained for the gap between HOMO and LUMO is 7.70 eV. Its total energy is -30598.6653 eV. Its SMILES is O=C1SC(=S)C=C1F.

```
9
Properties=species:S:1:pos:R:3:forces:R:3
C 0.4983 0.0764 -0.8637 -0.354 0.009 0.575
C -0.2513 -0.8952 -0.3348 0.350 0.392 -0.198
C -0.7858 -0.5467 0.9830 -0.344 -0.453 0.231
C 0.6377 1.3183 -0.0189 0.254 0.066 -0.402
H -0.4572 -1.8518 -0.7879 -0.045 -0.025 0.018
O 1.2643 2.2926 -0.3207 -0.240 -0.294 0.180
F 1.1097 0.0665 -2.0251 0.031 -0.061 -0.078
S -1.7269 -1.5264 1.8802 0.365 0.437 -0.299
S -0.2888 1.0663 1.4880 -0.018 -0.072 -0.027
```
Forces are in eV/Å.

natural (NBO) atomic charge list, values in e, 2 entries: atom 1 (C): 0.360, atom 2 (C): -0.316



10.
Computed, not measured: a molecular structure, C4HInO2, with wB97M-V/def2-TZVPD.

The value obtained for the gap between HOMO and LUMO (alpha / beta) is 6.64 / 4.74 eV. Its total energy is -13402.5987 eV. As for the net charge: +2.

```
8
Properties=species:S:1:pos:R:3:forces:R:3
O -0.6936 -0.7966 1.4937 -0.967 1.016 -2.390
C -2.3823 1.5635 -0.7469 2.206 -2.175 1.292
C -1.5597 0.7614 -0.2611 -1.667 0.933 -0.726
C -0.6359 -0.1889 0.2504 -1.851 0.740 3.366
C 0.5932 -0.1335 -0.2293 3.428 0.098 -3.472
O 1.6094 -0.1776 -0.8695 -10.853 -4.337 2.826
In 3.2455 0.5822 -1.0940 9.511 4.391 -1.406
H -0.1766 -1.6107 1.4567 0.192 -0.667 0.510
```
Forces are in eV/Å.

Löwdin atomic charge list, values in e, 2 entries: atom 1 (O): 0.220, atom 2 (C): 0.525



11.
Computed, not measured: a single C4HNO molecule, with wB97M-V/def2-TZVPD.

The value obtained for the gap between HOMO and LUMO is 10.35 eV. Its total energy is -7698.4496 eV. Its SMILES is C#CC(=O)C#N.

```
7
Properties=species:S:1:pos:R:3:forces:R:3
O 1.1304 1.2942 1.0564 -0.231 -0.410 -0.269
C 0.6422 0.3650 0.4629 0.139 0.337 0.202
C -0.6546 0.3869 -0.1804 -0.576 0.039 -0.291
C -1.7288 0.3930 -0.7251 0.514 -0.017 0.262
C 1.3626 -0.9202 0.3421 0.572 -0.958 -0.077
N 1.9322 -1.9227 0.2500 -0.585 1.008 0.088
H -2.6840 0.4037 -1.2059 0.167 0.001 0.085
```
Forces are in eV/Å.

natural (NBO) atomic charge list, values in e, 2 entries: atom 1 (O): -0.411, atom 2 (C): 0.424



12.
Computed, not measured: a single C4HNO molecule, with wB97M-V/def2-TZVPD.

The value obtained for the gap between HOMO and LUMO is 10.17 eV. Its total energy is -7697.4674 eV.

```
7
Properties=species:S:1:pos:R:3:forces:R:3
O 1.4895 2.1844 0.3745 0.009 -0.357 0.208
C 1.1742 1.0632 0.6889 0.137 0.381 -0.093
C 0.0870 0.3598 0.0360 -0.436 -0.092 -0.374
C -0.8234 -0.1865 -0.5305 0.427 0.122 0.350
C -2.4984 -1.8679 -1.1413 0.237 0.787 -0.263
N -1.7929 -0.9220 -1.0365 -0.316 -0.956 0.288
H 1.6892 0.5008 1.4895 -0.058 0.115 -0.115
```
Forces are in eV/Å.

natural (NBO) atomic charge list, values in e, 2 entries: atom 1 (O): -0.457, atom 2 (C): 0.358